Entry 1:
{
  "formula": "C12H27Cl6N2O",
  "method": "ωB97M-V with the def2-TZVPD basis set",
  "species": ["N", "C", "C", "C", "C", "O", "C", "C", "N", "H", "H", "H", "H", "H", "H", "H", "H", "H", "H", "H", "H", "H", "H", "H", "Cl", "C", "C", "Cl", "H", "H", "H", "H", "Cl", "C", "C", "Cl", "H", "H", "H", "H", "Cl", "C", "C", "Cl", "H", "H", "H", "H"],
  "xyz": [[0.26480, -1.45695, 0.43025], [-0.27562, -0.12434, 0.19702], [-1.58489, 0.23465, 0.94044], [-2.70585, 0.74417, 0.03678], [-2.95585, 0.03059, -1.27621], [-3.10870, -1.36263, -1.10582], [-3.83657, -1.75593, 0.04209], [-4.73916, -0.67936, 0.62967], [-4.03728, 0.66215, 0.78149], [0.28233, -1.68522, 1.41904], [-0.31709, -2.16280, -0.01001], [-0.39740, -0.00935, -0.87772], [0.48186, 0.60047, 0.49032], [-1.91223, -0.63142, 1.51758], [-1.39526, 1.03411, 1.65891], [-2.53961, 1.80202, -0.17293], [-3.84545, 0.46418, -1.75459], [-2.13116, 0.19372, -1.96403], [-4.47681, -2.59201, -0.23969], [-3.14939, -2.11838, 0.80847], [-5.62480, -0.50499, 0.02509], [-5.06856, -1.00595, 1.61291], [-3.91337, 0.90885, 1.76405], [-4.64377, 1.37968, 0.38471], [-0.38769, 3.00812, -1.48481], [0.21417, 4.40644, -0.53702], [1.12659, 3.98661, 0.58443], [0.24709, 3.00435, 1.79977], [-0.66034, 4.93337, -0.16535], [0.75460, 5.04998, -1.22781], [1.51699, 4.86873, 1.08659], [1.93778, 3.34688, 0.25004], [3.97573, 1.83715, -0.09168], [3.75379, 0.19683, 0.59564], [4.45367, 0.04301, 1.92086], [6.22450, 0.08352, 1.74967], [4.13075, -0.52274, -0.12212], [2.68439, 0.03709, 0.72686], [4.19215, -0.92676, 2.34220], [4.17240, 0.82939, 2.61731], [4.37217, -3.09813, -0.42594], [2.77002, -3.33154, -1.17605], [2.85774, -3.38476, -2.68009], [3.30447, -1.79829, -3.35927], [2.13521, -2.50936, -0.85142], [2.37142, -4.26686, -0.78748], [1.88521, -3.64907, -3.09154], [3.59706, -4.10925, -3.01064]],
  "forces_ev_per_a": [[-0.372, -0.178, 0.099], [0.200, 0.062, 0.114], [-0.088, -0.031, -0.062], [0.045, 0.084, -0.051], [-0.066, -0.040, 0.045], [0.012, -0.019, -0.025], [0.000, 0.015, -0.007], [-0.041, -0.034, 0.101], [-0.068, 0.096, -0.079], [0.153, 0.086, -0.005], [0.025, 0.034, -0.050], [0.046, 0.027, -0.004], [-0.016, 0.046, -0.054], [-0.037, -0.078, -0.086], [0.062, -0.101, 0.052], [-0.041, 0.004, -0.004], [-0.021, -0.004, -0.013], [0.043, -0.049, 0.016], [-0.016, -0.014, 0.014], [0.040, -0.013, 0.000], [0.060, 0.006, -0.128], [-0.050, 0.063, 0.028], [0.119, -0.088, -0.010], [-0.037, -0.003, 0.091], [0.025, 0.026, -0.030], [-0.015, 0.077, 0.049], [-0.077, -0.213, -0.110], [-0.008, 0.229, 0.217], [0.009, 0.016, 0.000], [0.007, -0.048, -0.040], [-0.007, -0.037, 0.068], [0.054, 0.162, -0.106], [-0.004, -0.104, -0.013], [-0.013, 0.016, 0.077], [-0.009, -0.010, 0.020], [-0.004, 0.001, -0.002], [0.024, 0.098, -0.121], [-0.004, 0.027, -0.024], [0.018, -0.004, 0.001], [-0.001, -0.002, -0.001], [0.038, -0.110, 0.046], [-0.047, 0.073, 0.000], [0.005, -0.044, 0.043], [-0.013, 0.031, -0.012], [0.030, -0.023, 0.031], [0.024, -0.050, -0.040], [0.000, -0.001, -0.012], [0.015, 0.022, -0.024]],
  "lowdin_charge": [0.016, -0.270, -0.141, -0.246, -0.153, -0.087, -0.170, -0.057, 0.105, 0.084, 0.076, 0.097, 0.056, 0.108, 0.056, 0.119, 0.143, 0.131, 0.143, 0.117, 0.139, 0.141, 0.183, 0.180, 0.589, -0.613, -0.614, 0.591, 0.069, 0.083, 0.086, -0.013, 0.579, -0.657, -0.666, 0.557, 0.004, 0.046, 0.070, 0.067, 0.584, -0.658, -0.657, 0.544, 0.025, 0.073, 0.071, 0.070],
  "orbital_gap_ev": 9.0,
  "charge": 1,
  "multiplicity": 1
}

***

Entry 2:
{
  "formula": "C6H10N2O",
  "method": "ωB97M-V with the def2-TZVPD basis set",
  "species": ["C", "C", "C", "C", "N", "C", "C", "N", "O", "H", "H", "H", "H", "H", "H", "H", "H", "H", "H"],
  "xyz": [[0.01725, 0.85374, -0.32443], [-2.80754, -0.17074, -0.75306], [1.88181, -0.88858, -0.47806], [1.31338, 0.36593, 0.24600], [3.08067, -1.24983, 0.01322], [-0.94012, 0.54108, 0.78721], [-2.13428, -0.01973, 0.57345], [2.01739, 0.84582, 1.18158], [1.39742, -1.33392, -1.49754], [3.44195, -0.73087, 0.79785], [3.66700, -1.89157, -0.49316], [1.54140, 1.53132, 1.76759], [0.05648, 1.93005, -0.51828], [-0.19913, 0.31109, -1.24594], [-0.63349, 0.75799, 1.80339], [-2.74758, -0.23834, 1.43883], [-2.92250, 0.78825, -1.25859], [-2.22541, -0.81406, -1.41134], [-3.80472, -0.58764, -0.62874]],
  "forces_ev_per_a": [[0.075, 0.094, 0.918], [0.128, -0.289, -0.127], [1.107, 1.210, -0.464], [0.785, -0.342, -0.950], [0.092, -0.325, 0.291], [-1.503, -0.467, -0.517], [0.087, 0.889, 0.561], [-0.359, -0.714, 0.585], [-0.526, -0.224, 0.181], [-0.008, -0.021, -0.026], [-0.188, -0.029, 0.033], [0.077, 0.497, -0.570], [0.141, -0.060, -0.010], [-0.062, 0.114, 0.188], [0.105, -0.113, -0.005], [0.026, -0.069, 0.126], [0.065, 0.088, 0.021], [-0.083, -0.117, -0.151], [0.043, -0.120, -0.084]],
  "lowdin_charge": [-0.132, -0.101, -0.483, -0.289, 0.159, -0.126, -0.153, 0.152, 0.056, 0.082, 0.114, 0.070, 0.131, 0.103, 0.098, 0.093, 0.081, 0.077, 0.068],
  "orbital_gap_ev": 9.8,
  "charge": 0,
  "multiplicity": 1,
  "smiles": "[H]/N=C(\\C/C=C\\C)C(N)=O",
  "e_above_lowest_kj_mol": 75.42
}

***

Entry 3:
{
  "formula": "C2H3NO2",
  "method": "ωB97M-V with the def2-TZVPD basis set",
  "species": ["C", "C", "N", "O", "O", "H", "H", "H"],
  "xyz": [[-0.74285, 1.13039, -2.01985], [0.05612, -0.20094, 0.34016], [-1.54668, 1.84625, -2.73970], [-0.10350, 0.43692, -1.09510], [-0.19612, 1.25983, -3.23937], [0.29193, -1.23066, 0.11026], [0.87466, 0.35376, 0.77759], [-0.87694, -0.08895, 0.88640]],
  "forces_ev_per_a": [[0.789, -0.091, -1.054], [-1.388, 1.425, -1.912], [-0.764, -0.687, 3.089], [-0.146, 0.075, 0.046], [1.366, -0.760, -0.018], [0.024, 0.028, -0.051], [0.018, 0.020, -0.058], [0.102, -0.010, -0.042]],
  "lowdin_charge": [-0.514, 0.104, 0.176, -0.010, -0.016, 0.087, 0.086, 0.086],
  "orbital_gap_ev": 9.1,
  "charge": 0,
  "multiplicity": 1,
  "smiles": "COC1=NO1",
  "e_above_lowest_kj_mol": 543.69
}

***

Entry 4:
{
  "formula": "C18H31AlCl2N2O4",
  "method": "ωB97M-V with the def2-TZVPD basis set",
  "species": ["O", "C", "C", "C", "H", "C", "H", "C", "H", "C", "H", "C", "H", "H", "C", "C", "H", "H", "H", "C", "C", "H", "H", "H", "H", "Al", "Cl", "Cl", "C", "O", "N", "C", "C", "H", "H", "H", "H", "H", "H", "H", "H", "H", "C", "C", "N", "H", "C", "O", "H", "H", "H", "H", "C", "O", "H", "H", "H", "H"],
  "xyz": [[-0.96796, 0.73078, -3.47935], [-0.54748, -0.42344, -3.56106], [-1.29223, -1.69890, -3.43563], [-2.45601, -1.82180, -2.65217], [-2.57860, -1.19463, -1.77051], [-3.42716, -2.71908, -3.06934], [-4.38728, -2.73599, -2.54390], [-3.21827, -3.52993, -4.19898], [-4.00355, -4.19967, -4.54870], [-2.02054, -3.43435, -4.91964], [-1.88358, -3.99316, -5.85142], [-1.02003, -2.57289, -4.49024], [-0.06886, -2.50565, -4.99597], [0.61276, -0.71688, -3.55292], [2.44097, -1.37604, -2.21070], [1.36392, -1.58785, -1.18635], [2.49736, -2.27766, -2.84715], [3.32946, -1.36129, -1.56757], [2.42186, -0.51061, -2.88580], [0.76378, -2.80544, -1.25141], [1.60004, -3.96650, -0.90856], [-0.24749, -3.08306, -1.58143], [1.53026, -4.75070, -1.68514], [1.24746, -4.39148, 0.03520], [2.64011, -3.63185, -0.77832], [1.11936, -0.64496, 0.46038], [-0.81487, -1.83474, 0.61764], [3.01895, -1.48574, 1.24473], [0.39530, -0.38066, 3.15702], [0.68691, 0.20549, 2.04785], [0.59036, 0.12340, 4.37372], [1.16791, 1.45802, 4.50896], [0.39186, -0.73764, 5.55986], [-0.03334, -1.38370, 3.11528], [1.07960, 1.90635, 3.51392], [2.23289, 1.43009, 4.78685], [0.62279, 2.05888, 5.25299], [-0.18386, -1.60734, 5.23155], [-0.17107, -0.23326, 6.35619], [1.32476, -1.11232, 6.00030], [4.02589, 3.45402, -0.20339], [2.78584, 4.62576, -2.04308], [3.90677, 2.52623, -0.78105], [2.65158, 3.66330, -2.54786], [2.67223, 2.60023, -1.55985], [3.91638, 1.66148, -0.10962], [1.63231, 1.81128, -1.34763], [1.64703, 0.91474, -0.44051], [1.71314, 3.65970, -3.09564], [0.75343, 1.96815, -1.99371], [4.75327, 2.46727, -1.47772], [3.48260, 3.53038, -3.24651], [-1.66769, 1.99206, 0.77031], [-1.03411, 0.92512, 0.06765], [-2.27700, 2.61087, 0.09209], [-0.89554, 2.59949, 1.23877], [-2.33187, 1.61045, 1.56173], [-1.08469, 1.06234, -0.91562]],
  "forces_ev_per_a": [[0.367, -1.595, -0.133], [2.731, -0.286, 2.151], [-1.112, 0.951, -0.599], [0.196, 0.082, -0.741], [-0.100, 0.000, -0.317], [-0.108, -0.372, 0.135], [0.405, -0.258, -0.104], [0.201, 0.501, -0.156], [0.162, 0.200, 0.109], [-0.221, -0.543, 0.110], [-0.026, -0.028, 0.513], [-0.635, 0.149, 0.269], [0.030, 0.145, -0.271], [-2.008, 1.218, -0.803], [1.768, -1.624, 1.402], [-1.830, 1.880, -2.372], [0.249, 0.375, -0.043], [0.880, 0.444, -0.784], [-0.279, 0.123, 0.501], [-0.261, -1.756, -0.643], [0.921, -0.984, -1.536], [-0.096, 0.519, 1.318], [0.194, -0.188, 0.363], [-0.026, 0.066, 0.028], [-0.234, -0.418, 0.037], [-1.178, -0.379, -1.199], [-0.749, -0.383, 1.467], [0.153, 0.194, 0.571], [0.648, 0.470, -1.533], [-0.253, -0.017, 3.206], [0.174, -0.138, -0.150], [0.070, 0.202, -0.177], [-0.302, -0.103, -0.282], [0.002, 0.020, -0.060], [0.109, 0.151, 0.369], [-0.344, -0.187, -0.055], [0.076, -0.337, -0.265], [0.061, 0.126, 0.139], [0.103, 0.118, -0.420], [0.017, 0.333, -0.368], [-0.093, -0.233, -0.054], [-0.097, -0.067, -0.106], [0.145, -0.021, 0.069], [0.096, 0.029, -0.001], [0.188, 0.076, -0.006], [-0.168, 0.200, -0.269], [0.084, -1.900, 2.048], [0.497, 3.020, -1.292], [-0.032, -0.008, 0.002], [0.245, -0.110, 0.140], [-0.191, -0.103, 0.161], [-0.132, -0.009, 0.007], [-0.118, -0.051, -0.426], [-0.499, 0.682, -1.422], [0.213, -0.110, 0.278], [0.010, 0.272, 0.094], [0.257, -0.148, -0.317], [-0.161, -0.190, 1.419]],
  "lowdin_charge": [0.009, -0.214, -0.224, -0.031, 0.102, -0.071, 0.107, -0.078, 0.100, -0.080, 0.105, -0.044, 0.114, 0.124, -0.154, -0.419, 0.083, 0.047, 0.055, -0.346, -0.119, 0.064, 0.074, 0.083, 0.065, -0.610, 0.395, 0.305, -0.208, -0.081, -0.141, -0.014, -0.016, 0.110, 0.090, 0.104, 0.097, 0.093, 0.093, 0.098, 0.099, 0.096, -0.005, -0.033, -0.160, 0.096, -0.159, -0.017, 0.095, 0.149, 0.099, 0.096, -0.125, -0.230, 0.087, 0.070, 0.086, 0.085],
  "orbital_gap_ev": [5.2, 5.4],
  "charge": 0,
  "multiplicity": 1,
  "e_above_lowest_kj_mol": 590.96
}

***

Entry 5:
{
  "formula": "CH3Cl2OPS",
  "method": "ωB97M-V with the def2-TZVPD basis set",
  "species": ["C", "O", "P", "S", "Cl", "Cl", "H", "H", "H"],
  "xyz": [[1.18591, -1.84654, -1.17136], [-0.26749, 1.14331, -0.45803], [-0.90252, 1.49044, 0.79849], [1.78131, -1.71660, 0.30739], [-1.21698, -0.06882, 1.96708], [-2.65872, 2.40024, 0.51385], [1.81198, -1.58795, -1.94307], [-0.02489, 2.51974, 1.44179], [0.29141, -2.33382, -1.45613]],
  "forces_ev_per_a": [[0.353, -0.622, 1.748], [0.198, -0.482, -0.778], [1.661, 1.795, -0.209], [-0.368, -0.015, 0.222], [-0.178, 0.023, 0.561], [-0.237, 0.031, 0.404], [1.191, 0.880, -2.023], [-1.475, -1.350, 0.000], [-1.145, -0.259, 0.076]],
  "lowdin_charge": [-0.554, -0.479, -0.207, 0.599, 0.329, 0.304, -0.037, 0.046, -0.001],
  "orbital_gap_ev": 8.5,
  "charge": 0,
  "multiplicity": 1,
  "smiles": "O=[PH](Cl)Cl.C=S",
  "e_above_lowest_kj_mol": 215.61
}